1.
DFT (ωB97M-V/def2-TZVPD) results for the molecule C5H11NO2P2S.

XYZ file:
```
22
Properties=species:S:1:pos:R:3:forces:R:3:nbo_charge:R:1
C -0.1174 -1.9333 -2.6232 -0.48 0.41 -0.25 -0.357
C 0.4422 -1.6756 -1.4109 -0.15 -3.27 -2.13 -0.261
C 0.2494 0.7477 -1.3950 -0.48 -0.63 0.23 -0.033
C 0.7441 -0.3976 -0.9108 0.22 1.62 0.36 -0.377
C 0.3044 2.0485 -0.7229 0.75 -3.13 2.31 -0.642
N -0.4452 0.8069 2.0791 -1.04 -1.09 -0.62 -1.372
O 2.7572 -1.6431 0.0473 1.21 -0.73 -0.56 -0.902
O 0.9325 -1.3212 1.6145 -0.21 0.84 -0.87 -0.985
P -1.8223 1.7805 2.4873 -0.16 -2.50 0.87 0.481
P -0.5564 -0.7429 1.8191 0.98 -0.05 1.57 1.638
S 1.9513 -0.5125 0.4019 -1.00 0.53 1.44 1.553
H -0.4822 -2.8785 -3.0520 0.75 -0.04 0.95 0.212
H -0.3840 -1.1642 -3.3961 0.43 -0.19 1.22 0.183
H 0.8789 -2.4763 -0.7491 -1.07 0.37 -1.00 0.251
H -0.3456 0.5982 -2.2816 -0.28 0.32 -0.21 0.203
H 1.0961 1.9117 0.0027 0.14 0.76 0.44 0.221
H 0.4736 2.8271 -1.3088 0.99 3.38 -2.88 0.218
H -0.5768 2.2777 -0.1768 -1.01 -0.15 0.52 0.239
H -1.3796 2.9519 1.9821 0.75 1.54 0.01 -0.060
H -1.4810 1.8378 3.8955 -0.24 0.81 -0.64 -0.039
H -1.2809 -1.4078 0.8235 -0.25 0.55 -0.57 -0.084
H -0.9583 -1.6348 2.8742 0.16 0.64 -0.16 -0.088
```
Positions in Å, forces in eV/Å.

Calculated values
ΔE to the lowest compared entry with this formula, charge and spin   0.0 kcal/mol
HOMO level   -8.427 eV
E_LUMO   -0.23 eV
Total charge   0
Gap between HOMO and LUMO   8.19 eV

=====

2.
DFT (ωB97M-V/def2-TZVPD) results for a structure of composition C21H22BrLuN3O9S.

XYZ file:
```
58
Properties=species:S:1:pos:R:3:forces:R:3:nbo_charge:R:1
Lu -2.2137 0.4111 1.1041 0.72 -0.36 -0.01 1.859
O -2.3625 0.3116 5.4408 0.05 0.04 -0.09 -0.646
C -2.4656 0.0279 4.2607 -0.13 -0.47 0.22 0.799
O -2.1741 0.7717 3.2517 0.18 0.24 0.08 -0.837
C -3.1180 -1.3034 3.8620 0.32 0.30 -0.36 -0.238
C -4.0371 -1.9267 4.6520 -0.31 -0.17 0.15 -0.110
C -4.8732 -2.9337 4.1235 0.48 0.34 -0.31 -0.063
C -4.9056 -3.1689 2.7649 -0.27 -0.07 -0.10 -0.118
C -3.9886 -2.5190 1.9575 0.42 0.20 0.81 -0.121
C -2.9126 -1.7569 2.5185 -0.67 -0.91 0.46 0.503
O -1.8689 -1.4860 1.8444 0.35 -1.05 0.54 -0.756
N -4.1476 -2.4835 0.5458 -0.02 0.12 -0.65 0.548
O -3.6046 -1.5499 -0.0623 -0.27 -0.17 -0.08 -0.417
O -4.8452 -3.3047 -0.0158 0.08 -0.02 0.13 -0.372
N -5.7995 -3.6300 4.9799 -0.43 -0.11 0.26 0.532
O -5.8172 -3.3404 6.1662 0.07 -0.05 -0.16 -0.397
O -6.5335 -4.4727 4.4804 0.15 0.09 0.03 -0.412
H -4.1636 -1.6061 5.6772 0.05 0.01 0.00 0.263
H -5.6644 -3.8048 2.3335 0.02 -0.02 -0.01 0.264
C 3.5822 2.2361 -4.3102 -0.04 -0.04 0.00 -0.595
C 2.7302 0.9586 -4.3069 0.06 -0.02 -0.05 -0.067
C 3.6480 -0.2724 -4.3735 -0.05 0.06 -0.02 -0.595
C 1.8537 0.9695 -5.5615 0.04 0.00 0.11 -0.604
C 1.9005 0.8917 -3.0273 -0.04 0.00 0.01 -0.070
C 0.5191 0.8042 -3.0330 -0.08 0.03 -0.05 -0.247
C -0.1448 0.7232 -1.8266 -0.46 -0.03 0.29 -0.122
Br -2.0841 0.6293 -1.8003 0.48 -0.02 -0.58 0.113
C 0.4578 0.6928 -0.5623 0.30 0.15 -0.49 0.391
O -0.2667 0.5862 0.5131 1.01 0.02 -0.21 -0.876
C 1.8803 0.7990 -0.5645 -0.20 -0.03 0.21 -0.078
C 2.5346 0.8978 -1.7796 0.07 -0.03 -0.13 -0.156
C 2.6409 0.8336 0.7639 0.04 0.03 0.06 -0.073
C 2.3914 -0.4526 1.5697 -0.04 0.06 -0.09 -0.601
C 4.1516 0.9499 0.5449 -0.06 0.01 0.01 -0.603
C 2.1818 2.0586 1.5738 -0.02 -0.09 -0.04 -0.601
H 4.1617 2.3063 -5.2345 0.01 -0.01 0.01 0.197
H 4.2789 2.2521 -3.4712 -0.01 0.03 0.00 0.206
H 2.9403 3.1161 -4.2374 0.03 0.02 0.01 0.212
H 4.2342 -0.2688 -5.2967 0.01 0.02 0.01 0.197
H 3.0500 -1.1852 -4.3466 0.03 -0.02 0.00 0.212
H 4.3381 -0.2940 -3.5292 0.00 -0.03 0.00 0.207
H 2.4887 1.0177 -6.4483 -0.01 0.00 -0.01 0.204
H 1.1911 1.8373 -5.5717 -0.02 -0.02 -0.03 0.210
H 1.2488 0.0634 -5.6293 -0.02 0.02 -0.03 0.210
H -0.0556 0.8001 -3.9484 0.03 0.01 0.00 0.222
H 3.6137 0.9823 -1.7693 -0.05 -0.02 -0.01 0.197
H 2.7003 -1.3297 0.9952 0.01 0.01 0.01 0.200
H 1.3418 -0.5591 1.8260 -0.07 -0.03 0.01 0.241
H 2.9720 -0.4265 2.4952 0.00 0.01 0.00 0.197
H 4.5351 0.1027 -0.0288 0.05 0.03 0.01 0.202
H 4.6529 0.9543 1.5142 0.00 0.01 0.01 0.209
H 4.4118 1.8772 0.0291 0.04 -0.02 -0.01 0.202
H 1.1117 2.0173 1.7626 0.00 0.04 0.03 0.241
H 2.4043 2.9778 1.0263 0.00 0.00 0.02 0.199
H 2.7002 2.0932 2.5353 0.02 -0.01 -0.01 0.198
O -4.3180 0.9890 1.3347 -1.21 0.42 0.05 -1.020
S -3.9320 2.4641 1.3698 -0.48 0.29 -0.18 1.355
N -2.5507 2.6712 0.9185 -0.18 1.23 0.16 -0.995
```
Positions in Å, forces in eV/Å.

Calculated values
ΔE to the lowest compared entry with this formula, charge and spin   15.7 kcal/mol
HOMO level   -5.722 eV
E_LUMO   1.65 eV
Total charge   -1
Gap between HOMO and LUMO   7.37 eV

=====

3.
DFT (ωB97M-V/def2-TZVPD) results for a cluster of 10 separate species, C15H50N8O10 in total.

XYZ file:
```
83
Properties=species:S:1:pos:R:3:forces:R:3:mulliken_charge:R:1
C -3.6961 2.6819 -0.4007 -1.34 -1.59 -1.66 -1.279
C -2.9562 2.0446 0.7844 -0.22 0.93 -2.39 0.378
O -1.6912 2.7434 0.7944 0.03 -1.06 -1.26 -0.642
H -3.3803 2.3876 -1.4817 0.09 0.37 2.13 0.084
H -3.6377 3.7291 -0.3094 0.04 1.39 -0.04 0.418
H -4.7841 2.4039 -0.4009 0.82 0.16 0.28 0.410
H -2.8929 0.9995 0.4723 0.63 -0.19 1.00 -0.218
H -3.5199 2.2345 1.6771 -0.08 -0.25 0.60 0.517
H -1.3761 3.0746 1.6101 -0.09 0.17 1.51 0.179
C 1.5133 2.0003 3.3118 1.21 -0.44 0.39 -1.511
C 2.0509 0.6157 3.5748 -0.15 0.13 1.39 0.398
O 2.7775 0.1391 2.4364 -1.02 -0.56 0.90 -0.667
H 2.3670 2.5609 3.0024 0.72 0.97 0.15 0.368
H 0.9909 2.4988 4.1081 0.02 -0.04 0.56 0.482
H 0.9013 2.0126 2.4712 -1.54 -0.28 -1.54 0.222
H 1.2535 -0.0452 3.9753 0.16 -0.10 -0.96 -0.136
H 2.7629 0.6187 4.4017 0.08 0.42 0.23 0.484
H 2.8388 -0.8210 2.6886 0.14 0.48 -0.97 0.326
C -4.2243 -0.8855 -1.7946 -0.90 1.36 3.27 -1.304
C -3.4261 -1.6520 -0.7245 -1.19 0.88 -2.93 0.018
O -4.0608 -1.4399 0.4519 0.17 -0.93 4.27 -0.617
H -3.8644 -1.1207 -2.7338 0.16 -0.24 -2.14 0.367
H -4.3163 0.2042 -1.6076 1.17 -0.31 -0.34 0.114
H -5.2735 -1.0795 -1.5377 0.04 -0.95 -0.88 0.422
H -2.3748 -1.4838 -0.7693 0.97 0.53 0.25 -0.202
H -3.6256 -2.6512 -0.9445 0.31 -2.12 -0.94 0.873
H -3.7942 -2.2264 1.0201 -0.76 1.77 -0.60 0.333
C -1.7718 -1.4462 3.5420 -0.16 -0.54 -0.86 -0.544
C -0.5874 -2.4736 3.6699 -3.57 -0.27 -0.98 0.398
O -0.5412 -2.7810 5.0295 1.37 -0.51 0.82 -0.583
H -1.5090 -0.5242 4.0374 0.33 0.43 0.47 0.286
H -2.7213 -1.7888 4.0272 0.87 -0.01 -0.58 0.355
H -1.9492 -1.1217 2.4986 -0.18 -0.44 0.40 -0.201
H 0.2588 -2.0405 3.1409 0.66 -0.31 0.43 -0.415
H -0.8783 -3.4676 3.2078 0.61 1.35 0.08 0.364
H -0.3891 -1.9818 5.5303 0.02 0.31 0.24 0.345
C -0.7699 -0.0295 -3.8156 -2.27 0.56 -0.10 -0.415
C -1.8249 0.5949 -4.8007 1.11 -0.52 0.83 -0.583
O -2.7281 1.3701 -4.0347 1.16 1.18 0.52 -0.492
H -0.2595 -0.8639 -4.1657 1.14 -1.41 -1.25 0.490
H -1.3940 -0.4614 -3.0436 0.00 0.18 0.62 -0.242
H -0.0512 0.6484 -3.3689 -0.17 0.43 -0.14 0.057
H -2.4924 -0.1381 -5.2449 0.42 -0.53 -0.19 0.380
H -1.2676 1.0901 -5.6187 -0.57 0.44 0.28 0.309
H -2.1475 1.8997 -3.4220 -0.76 -0.16 -0.73 0.221
C 0.4010 3.1022 -2.1735 -5.64 1.54 -2.53 0.310
O -0.8366 3.3143 -2.8359 6.71 -1.02 3.29 -0.736
N 0.4750 2.5530 -0.9616 0.60 -0.75 0.16 -0.052
N 1.5957 3.5491 -2.6095 -0.42 0.45 -1.40 -0.340
H -0.4261 2.5163 -0.5088 -0.22 -0.21 0.68 0.154
H 1.4307 2.2604 -0.5229 -2.95 1.01 -0.71 0.280
H 1.5618 4.0396 -3.5055 0.45 -0.58 0.47 0.277
H 2.4336 3.1305 -2.1966 -0.74 0.74 -1.01 0.342
C 3.3336 1.4896 -0.8641 -2.14 -8.79 -0.15 0.040
O 3.0505 0.0893 -1.2219 2.04 7.98 1.80 -0.630
N 3.9971 2.3328 -1.5910 1.86 1.59 -1.24 -0.437
N 2.7604 1.9783 0.2421 0.60 2.09 2.57 -0.268
H 4.4623 2.0411 -2.4298 -0.03 -0.33 -0.20 0.265
H 4.2623 3.2512 -1.2289 -0.06 -0.62 -0.10 0.239
H 2.5140 1.3499 1.0352 0.38 -0.11 -0.86 -0.062
H 2.8812 3.0177 0.5504 0.05 -2.63 -0.90 0.361
C 1.2079 -3.3232 -1.9116 -1.30 -9.24 -4.11 0.535
O 1.3063 -4.6355 -2.2977 -0.20 5.59 2.20 -0.814
N 2.2305 -2.5549 -1.8726 6.39 1.73 -0.11 -0.393
N 0.0678 -2.7135 -1.8658 -0.70 3.31 1.37 0.130
H 3.1668 -2.9309 -2.2058 -2.12 0.48 0.60 0.280
H 2.1761 -1.5480 -1.8251 -0.21 0.10 -0.14 0.176
H -0.7724 -3.1572 -2.0129 -1.72 -1.37 -0.25 0.102
H 0.0670 -1.7064 -1.6123 -0.36 -0.95 -0.47 -0.483
C 2.7577 -2.9069 1.6158 -7.85 -6.80 0.93 0.175
O 1.6706 -3.7633 1.4394 5.25 4.54 1.12 -0.651
N 3.2308 -2.5629 2.7810 0.13 0.00 6.07 -0.456
N 3.3910 -2.3509 0.7148 4.48 3.70 -5.80 0.033
H 2.7681 -3.0043 3.6095 1.10 0.52 -1.05 0.285
H 4.1696 -2.1451 2.8407 -0.78 -0.83 0.32 0.281
H 3.0148 -2.4069 -0.2021 -0.26 -0.22 -1.09 0.132
H 4.2036 -1.6799 0.8121 -1.74 -1.26 0.10 0.258
C -0.0480 -0.6962 0.5137 0.24 0.97 0.43 -1.052
O -0.1716 -0.1514 -0.7978 -0.09 -0.34 0.76 2.080
H 0.9677 -0.9835 0.7641 0.36 -0.02 -0.16 -0.007
H -0.6468 -1.5732 0.6085 -0.47 -0.66 -0.20 0.774
H -0.3907 0.0040 1.2911 -0.02 0.10 -0.24 0.178
H 0.1989 0.7456 -0.8094 -0.12 -0.32 -0.31 -0.856
```
Positions in Å, forces in eV/Å.

Calculated values
ΔE to the lowest compared entry with this formula, charge and spin   70.8 kcal/mol
HOMO level   -8.148 eV
E_LUMO   -0.71 eV
Total charge   0
Gap between HOMO and LUMO   7.44 eV
SMILES string   NC(N)=O.NC(N)=O.NC(N)=O.NC(N)=O.CCO.CCO.CCO.CCO.CCO.CO